A:
Formula: C5H10NS
Source: OMol25
Level of theory: ωB97M-V with the def2-TZVPD basis set

Positions of all 17 atoms, in Å:
C 0.67 0.65 0.72
C 1.21 0.77 1.87
C -1.33 0.12 -0.65
C -0.50 0.88 -1.64
C 0.38 -1.62 0.05
N -0.32 -0.41 0.41
S 0.90 1.71 -0.75
H 1.98 1.60 2.00
H 1.06 0.21 2.78
H -1.91 0.97 -0.30
H -2.02 -0.64 -1.26
H 0.09 0.37 -2.41
H -1.10 1.70 -2.13
H 0.61 -1.62 -1.03
H 1.29 -1.76 0.66
H -0.22 -2.54 0.38
H -0.79 -0.38 1.30

## Properties
HOMO = -13.04 eV
Total charge = +1
SMILES string = C=C1SCC[N@H+]1C
Frontier orbital gap = 9.876 eV



B:
Formula: C5H10NS
Source: OMol25
Level of theory: ωB97M-V with the def2-TZVPD basis set

Positions of all 17 atoms, in Å:
C -1.10 -0.22 -0.76
C -0.55 0.37 0.61
C 1.00 -1.36 2.03
C -0.35 0.22 -2.11
C 0.56 -0.26 1.18
N 1.74 -0.08 1.71
S -0.77 1.97 -2.67
H -0.95 -1.40 -0.64
H -2.12 -0.09 -0.93
H -0.39 1.41 0.57
H -1.30 0.16 1.22
H 0.54 -1.33 3.03
H 1.58 -2.30 1.69
H 0.66 -0.05 -2.11
H -0.86 -0.45 -2.82
H 0.21 2.64 -2.15
H 2.12 0.77 2.15

## Properties
HOMO = -12.48 eV
Total charge = +1
SMILES string = SCCCC1=[NH+]C1
Frontier orbital gap = 7.147 eV



Which one sits at the bottom of the stability order? B does.



A:
Formula: C5H10NS
Source: OMol25
Level of theory: ωB97M-V with the def2-TZVPD basis set

Positions of all 17 atoms, in Å:
C -0.17 1.33 -0.36
C 0.31 1.67 0.84
C 0.09 -0.01 -0.72
C 1.19 -0.29 -1.76
C -1.52 -1.21 0.70
N -0.40 -1.08 -0.19
S 0.96 0.37 1.93
H -0.60 2.08 -0.99
H 0.37 2.66 1.24
H 1.02 -1.23 -2.21
H 2.06 -0.17 -1.05
H 0.94 0.48 -2.52
H -2.38 -1.42 0.10
H -1.27 -1.93 1.34
H -1.77 -0.30 1.17
H -0.02 -1.95 -0.55
H 1.17 0.99 3.04

## Properties
HOMO = -13.34 eV
Total charge = +1
Frontier orbital gap = 9.047 eV



B:
Formula: C5H10NS
Source: OMol25
Level of theory: ωB97M-V with the def2-TZVPD basis set

Positions of all 17 atoms, in Å:
C 1.36 1.09 -0.27
C 1.33 -0.39 0.36
C -0.02 1.59 0.18
C -0.07 -0.84 -0.05
C -2.86 -0.93 0.03
N -0.91 0.37 0.23
S -2.45 0.59 -0.07
H 2.16 1.67 0.08
H 1.50 0.81 -1.39
H 2.12 -1.03 0.04
H 1.31 -0.33 1.43
H 0.32 1.93 1.10
H -0.46 2.51 -0.37
H -0.07 -1.15 -1.13
H -0.43 -1.71 0.57
H -3.91 -1.06 0.24
H -2.00 -1.71 0.05

## Properties
HOMO = -14.13 eV
Total charge = +1
Frontier orbital gap = 8.432 eV



Which one sits at the bottom of the stability order? B does.



A:
Formula: C20H46AuO3P4S
Source: OMol25
Level of theory: ωB97M-V with the def2-TZVPD basis set

Positions of all 75 atoms, in Å:
Au 0.00 0.32 -0.88
P 1.78 1.18 0.57
P -1.84 1.73 -0.26
P 0.63 1.22 -2.97
H -1.11 -2.15 -0.41
C -0.29 -1.99 -1.12
C 1.02 -1.87 -0.64
H 1.23 -1.97 0.42
C 1.90 0.41 2.21
C 1.83 2.94 1.03
C 3.44 0.85 -0.09
C -3.37 1.02 -0.91
C -2.18 1.96 1.50
C -1.81 3.44 -0.88
C 1.85 0.02 -3.60
C 1.39 2.86 -3.02
C -0.92 1.31 -3.91
H -0.48 -2.24 -2.16
H 1.88 -1.96 -1.31
H 2.11 -0.66 2.09
H 0.96 0.50 2.79
H 2.73 0.89 2.75
H 0.98 3.19 1.68
H 1.82 3.59 0.14
H 2.76 3.12 1.59
H 3.59 -0.23 -0.16
H 4.18 1.26 0.61
H 3.59 1.30 -1.07
H -4.19 1.75 -0.80
H -3.62 0.11 -0.35
H -3.25 0.76 -1.97
H -3.11 2.54 1.59
H -1.37 2.50 1.99
H -2.30 0.99 2.01
H -2.73 3.93 -0.52
H -1.79 3.47 -1.98
H -0.94 3.99 -0.49
H 2.13 0.23 -4.64
H 1.43 -1.00 -3.54
H 2.75 0.06 -2.96
H 1.58 3.16 -4.07
H 2.35 2.85 -2.48
H 0.72 3.60 -2.56
H -0.73 1.48 -4.98
H -1.58 2.10 -3.53
H -1.43 0.35 -3.78
C -0.56 -2.78 -6.63
C -1.70 -2.86 -7.46
C -1.99 -4.05 -8.13
C -1.13 -5.15 -8.03
C 0.06 -5.04 -7.30
C 0.36 -3.85 -6.63
S -0.27 -1.34 -5.70
H -1.03 -1.62 -4.59
H -2.31 -1.97 -7.58
H -2.89 -4.13 -8.75
H -1.36 -6.08 -8.56
H 0.77 -5.87 -7.26
H 1.31 -3.71 -6.11
C -1.02 0.80 5.04
O -0.93 0.09 3.80
P -1.49 -1.47 3.57
O -1.19 -2.15 5.01
C 0.11 -2.14 5.63
O -0.22 -2.07 2.66
C -0.09 -3.49 2.52
H -0.88 1.86 4.80
H -0.24 0.48 5.73
H -2.01 0.67 5.51
H 0.86 -1.55 5.08
H -0.02 -1.72 6.63
H 0.46 -3.17 5.71
H 0.89 -3.82 2.89
H -0.87 -4.04 3.07
H -0.18 -3.71 1.45

## Properties
HOMO (spin up / spin down) = -15.18 / -15.18 eV
Total charge = +3
2S+1 = 3
Frontier orbital gap (spin up / spin down) = 6.231 / 2.237 eV
Expectation value of S² = 2.009



B:
Formula: C20H46AuO3P4S
Source: OMol25
Level of theory: ωB97M-V with the def2-TZVPD basis set

Positions of all 75 atoms, in Å:
Au -0.15 0.10 0.11
P -2.33 2.77 0.80
P -1.92 -1.38 0.61
P 1.49 1.44 -0.95
H 0.05 -5.77 -0.82
C 0.80 -5.08 -1.21
C 1.79 -4.61 -0.44
H 1.87 -4.90 0.62
C -2.96 2.50 -0.86
C -3.72 2.83 1.94
C -1.41 4.31 0.84
C -1.30 -3.03 1.04
C -2.90 -0.93 2.06
C -3.08 -1.57 -0.77
C 3.04 0.51 -1.05
C 1.96 2.97 -0.10
C 1.08 1.95 -2.64
H 0.75 -4.83 -2.27
H 2.57 -3.94 -0.83
H -3.85 3.14 -1.01
H -3.24 1.45 -1.00
H -2.19 2.78 -1.60
H -4.17 3.84 1.91
H -3.37 2.63 2.96
H -4.48 2.10 1.66
H -2.07 5.14 1.16
H -1.02 4.54 -0.16
H -0.59 4.21 1.55
H -2.15 -3.63 1.42
H -0.55 -2.94 1.84
H -0.85 -3.54 0.18
H -3.56 -1.77 2.31
H -3.52 -0.05 1.85
H -2.23 -0.72 2.91
H -3.65 -2.50 -0.65
H -2.52 -1.60 -1.72
H -3.78 -0.72 -0.78
H 3.83 1.17 -1.42
H 2.93 -0.35 -1.72
H 3.30 0.14 -0.05
H 2.72 3.49 -0.71
H 2.37 2.76 0.90
H 1.08 3.63 0.01
H 1.31 1.13 -3.34
H 1.67 2.84 -2.92
H 0.01 2.18 -2.72
C 0.81 -1.72 -3.42
C -0.04 -0.94 -4.23
C 0.17 -0.89 -5.61
C 1.19 -1.65 -6.20
C 2.00 -2.47 -5.41
C 1.82 -2.51 -4.03
S 0.64 -1.79 -1.72
H -1.44 1.70 1.19
H -0.85 -0.40 -3.75
H -0.47 -0.25 -6.22
H 1.34 -1.61 -7.29
H 2.77 -3.08 -5.87
H 2.44 -3.14 -3.39
C 2.66 -1.35 2.71
O 2.26 0.02 2.43
P 0.72 0.48 2.32
O -0.06 -0.32 3.49
C 0.20 -0.13 4.92
O 0.75 2.04 2.77
C 1.59 2.56 3.85
H 2.31 -2.05 1.94
H 2.28 -1.66 3.70
H 3.75 -1.34 2.73
H -0.36 0.75 5.30
H -0.18 -1.04 5.41
H 1.28 -0.03 5.13
H 2.44 1.90 4.06
H 0.98 2.69 4.75
H 1.96 3.53 3.51

## Properties
HOMO (spin up / spin down) = -15.91 / -16.49 eV
Total charge = +3
2S+1 = 3
Frontier orbital gap (spin up / spin down) = 7.795 / 5.816 eV
Expectation value of S² = 2.032



Which one sits at the bottom of the stability order? A does.



A:
Formula: C3H8NO2
Source: OMol25
Level of theory: ωB97M-V with the def2-TZVPD basis set

Positions of all 14 atoms, in Å:
C 0.23 1.21 0.28
C 2.29 -0.56 0.15
C -1.60 -0.30 0.03
N -0.85 0.93 -0.37
O 1.59 0.18 -0.46
O -0.79 -1.42 -0.14
H 0.34 0.80 1.24
H 0.62 2.19 0.12
H 2.25 -0.49 1.19
H 2.64 -1.41 -0.38
H -1.93 -0.29 1.06
H -2.47 -0.39 -0.60
H -1.11 1.41 -1.27
H -1.21 -1.88 -0.86

## Properties
HOMO = -15.43 eV
Total charge = +1
Frontier orbital gap = 11.035 eV



B:
Formula: C3H8NO2
Source: OMol25
Level of theory: ωB97M-V with the def2-TZVPD basis set

Positions of all 14 atoms, in Å:
C -1.06 0.99 0.09
C -0.06 0.06 -0.27
C 1.37 0.00 -0.50
N -0.72 -0.18 0.94
O -1.21 -1.47 -1.36
O 1.75 0.37 0.82
H -0.67 1.87 0.56
H -2.11 0.82 -0.31
H 1.75 0.76 -1.08
H 1.55 -1.06 -0.72
H -0.18 0.09 1.72
H -1.47 -0.86 0.96
H -1.21 -1.23 -2.23
H 2.27 -0.18 1.39

## Properties
HOMO (spin up / spin down) = -15.44 / -14.93 eV
Total charge = +1
Frontier orbital gap (spin up / spin down) = 9.761 / 9.230 eV



Which one sits at the bottom of the stability order? B does.



A:
Formula: H3N4O2
Source: OMol25
Level of theory: ωB97M-V with the def2-TZVPD basis set

Positions of all 9 atoms, in Å:
N 2.52 -0.04 0.33
N -0.58 -0.24 -0.70
N -1.91 -0.64 -0.18
N -0.26 0.92 -0.40
O -0.83 1.76 0.33
O 3.45 -0.67 -0.27
H -1.59 -1.21 0.63
H -2.31 0.33 0.25
H 1.50 -0.21 0.01

## Properties
HOMO (spin up / spin down) = -3.08 / -3.07 eV
Total charge = -1
Frontier orbital gap (spin up / spin down) = 6.423 / 6.407 eV



B:
Formula: H3N4O2
Source: OMol25
Level of theory: ωB97M-V with the def2-TZVPD basis set

Positions of all 9 atoms, in Å:
N 0.02 -1.88 -0.10
N -0.69 0.62 0.24
N -0.01 -0.99 0.88
N 1.20 -2.30 -0.48
O 2.25 -1.91 0.09
O 1.22 -3.18 -1.35
H 0.12 0.96 -0.28
H -1.32 0.24 -0.46
H 0.94 -0.69 1.14

## Properties
HOMO (spin up / spin down) = -3.40 / -3.40 eV
Total charge = -1
Frontier orbital gap (spin up / spin down) = 8.076 / 8.075 eV



Which one sits at the bottom of the stability order? A does.



A:
Formula: C3H12NO3
Source: OMol25
Level of theory: ωB97M-V with the def2-TZVPD basis set

Positions of all 19 atoms, in Å:
C 0.22 1.73 0.72
N 0.50 0.84 -0.45
C 1.62 -0.16 -0.26
O 1.04 -1.42 -0.32
C -1.30 1.84 0.96
H 0.59 2.78 0.57
H 0.72 1.30 1.61
H -0.28 0.57 -1.00
H 2.04 0.01 -1.38
H 2.31 0.04 0.49
H -1.90 0.87 1.00
H -1.43 2.36 1.88
H -1.63 2.50 0.25
H -0.87 -1.47 1.09
H -0.70 -2.93 0.58
O -1.38 -2.37 1.04
H 0.35 -1.68 -1.63
H 0.26 -2.84 -2.66
O -0.15 -2.00 -2.49

## Properties
HOMO = -3.44 eV
Total charge = -1
Frontier orbital gap = 7.387 eV



B:
Formula: C3H12NO3
Source: OMol25
Level of theory: ωB97M-V with the def2-TZVPD basis set

Positions of all 19 atoms, in Å:
C -1.68 -0.53 -0.04
N -1.44 0.18 1.20
C -0.64 1.41 0.95
C 0.91 1.11 0.94
O 1.24 -0.19 1.31
H -2.16 -1.52 0.03
H -0.86 -0.90 -0.67
H -2.36 0.10 -0.62
H -0.81 -0.35 1.80
H -0.90 2.01 1.82
H -1.04 1.92 0.08
H 1.34 1.74 1.73
H 1.28 1.41 -0.05
H 1.95 -2.26 -0.36
H 1.46 -0.71 0.21
O 1.92 -1.36 -0.70
H 1.13 -1.18 -2.19
H 0.07 -0.09 -2.52
O 0.58 -0.80 -2.91

## Properties
HOMO = -4.49 eV
Total charge = -1
Frontier orbital gap = 8.626 eV



Which one sits at the bottom of the stability order? A does.